No. 1
69
Properties=species:S:1:pos:R:3:lowdin_spin:R:1 method="wB97M-V/def2-TZVPD" lumo_energy_ev="-1.4 / -2.0" homo_energy_ev="-8.65 / -8.81" spin_multiplicity=4 s2=3.788 largest_force_ev_per_a=5.80 energy_ev=-79056.874
Tc -5.14233 -2.25254 17.28252 2.2591
O -5.72925 1.32138 15.02808 0.0035
C -5.77839 0.53475 15.94842 0.0045
O -5.19147 -0.68678 15.90740 0.0376
C -6.69739 0.69985 17.20349 0.0009
C -7.68701 -0.39131 17.35953 0.0030
C -8.77601 -0.01118 18.37987 0.0001
C -7.97615 0.01718 19.77009 0.0001
C -6.56724 -0.42930 19.31436 0.0031
O -6.89968 -1.35550 18.18121 0.0227
C -5.88661 0.67909 18.57672 0.0014
C -4.35997 0.39782 18.64757 0.0092
O -3.49242 1.20894 18.88500 0.0159
O -4.04879 -0.96968 18.33690 0.1023
H -7.14685 1.72372 17.09664 0.0004
H -8.16581 -0.85999 16.49647 0.0000
H -9.38668 0.92830 18.26448 0.0000
H -9.54486 -0.78474 18.37541 0.0000
H -7.90032 1.00380 20.29158 0.0000
H -8.31928 -0.75210 20.46881 0.0000
H -6.02531 -0.95381 20.12626 -0.0002
H -5.98484 1.64531 18.98200 0.0002
N -9.86082 -4.75124 18.95887 0.0024
C -9.77472 -3.89834 17.89526 -0.0006
N -8.48281 -3.62282 17.69804 0.0018
C -7.79961 -4.36651 18.64835 0.0003
N -8.66823 -5.09389 19.43498 0.0054
C -6.36263 -4.61901 18.84538 0.0215
C -6.09872 -5.84432 19.50144 -0.0053
N -4.93581 -6.17780 20.02934 0.0173
C -3.94609 -5.27658 19.86906 -0.0055
C -4.11633 -4.07349 19.17364 0.0239
N -5.31586 -3.78219 18.63704 0.0130
H -10.65468 -5.26407 19.25905 0.0001
H -10.54914 -3.50059 17.28955 -0.0001
H -6.84488 -6.58478 19.66392 -0.0007
H -3.00595 -5.59294 20.26404 -0.0004
H -3.32678 -3.31000 19.13044 0.0020
S -0.89522 -2.90761 15.72738 0.2494
C -2.43420 -2.78067 16.12738 0.1111
N -3.58450 -2.73222 16.50779 0.0265
C -10.25748 2.23880 10.34292 0.0000
C -9.22478 1.17486 10.68407 0.0000
C -8.52410 1.29613 11.88967 0.0000
C -7.57853 0.31858 12.22466 0.0000
C -7.42443 -0.83153 11.44508 0.0000
C -8.17786 -0.94773 10.24798 0.0000
C -8.98696 0.08155 9.82935 0.0000
S -6.31315 -2.11746 11.95816 0.0001
O -6.23718 -2.98221 10.82351 0.0000
O -5.11853 -1.48900 12.53270 0.0003
N -7.13074 -2.91659 13.15835 0.0004
C -7.13424 -4.36587 13.27719 0.0002
C -7.33387 -4.78697 14.71551 0.0004
C -6.25129 -4.24834 15.62230 0.0125
O -5.40771 -4.98923 16.15184 0.0197
O -6.34057 -2.95458 15.81250 0.0397
H -10.55899 2.71372 11.24093 0.0000
H -11.08723 1.70408 9.87544 0.0000
H -9.90233 3.01648 9.61431 0.0000
H -8.68474 2.19972 12.46811 0.0000
H -7.00911 0.40434 13.15197 0.0000
H -8.12037 -1.78886 9.54223 0.0000
H -9.60542 -0.01381 8.91344 0.0000
H -6.79150 -2.51158 14.02010 0.0001
H -6.28032 -4.81485 12.75429 0.0000
H -8.08848 -4.62560 12.73765 -0.0001
H -7.43869 -5.88994 14.80203 0.0003
H -8.27104 -4.31756 15.02017 0.0004

=====

No. 2
10
Properties=species:S:1:pos:R:3:nbo_charge:R:1 method="wB97M-V/def2-TZVPD" lumo_energy_ev=-1.1 e_above_lowest_kcal_mol=39.83 homo_energy_ev=-10.30 largest_force_ev_per_a=4.42 energy_ev=-15274.239
C -0.73745 1.14476 0.64565 0.2085
C -0.97621 -0.05962 -1.34362 0.2154
C 1.34114 -0.32823 0.14573 -0.4407
C -0.71590 -0.13304 0.05045 -0.3653
N -0.67042 2.21402 1.02961 -0.2670
N -1.41765 0.01803 -2.38328 -0.2465
I -1.59543 -1.66462 1.32832 0.2446
H 1.46112 -1.37926 0.06057 0.2018
H 1.89906 0.15142 -0.70011 0.2304
H 1.41172 0.03653 1.16669 0.2187

=====

No. 3
115
Properties=species:S:1:pos:R:3:lowdin_charge:R:1 method="wB97M-V/def2-TZVPD" lumo_energy_ev=-4.0 homo_energy_ev=-4.90 total_charge=-1 largest_force_ev_per_a=7.08 energy_ev=-260544.327
C 5.89782 2.15465 0.67473 -0.1111
C 5.45324 3.67831 0.90183 -0.1397
C 5.02920 4.46122 -0.41952 -0.3259
O 5.85509 5.29818 -0.89892 0.0435
O 3.77634 4.34166 -1.09191 -0.0756
C 2.76999 5.15753 -0.43201 -0.1825
C 1.27246 4.85441 -0.89748 -0.0959
C 0.66398 3.47279 -0.38139 -0.0295
C -0.75864 3.32179 -0.28729 -0.0524
C -1.80523 4.46988 -0.67834 -0.1779
C -2.76689 4.92287 0.52539 -0.5418
C -4.28431 4.94696 -0.08503 -0.3639
Br -2.33271 6.87188 0.90466 0.6695
C -1.42845 1.93173 0.19049 -0.2138
O -2.44064 1.85783 0.92527 0.0413
C -0.65027 0.61591 -0.32397 0.0121
C 0.91020 0.77567 -0.43670 -0.0062
C 1.79419 -0.37609 -0.95714 0.0598
C 1.10327 -1.69653 -1.36845 -0.1267
C 1.99913 -2.90559 -1.96597 -0.5456
Br 1.47213 -3.00166 -3.92291 0.6762
C 3.57412 -2.58511 -1.95716 -0.2845
C 4.02845 -1.52095 -3.09279 -0.2599
C -0.44976 -1.88683 -1.21806 -0.0624
C -1.21665 -3.23233 -1.60871 -0.1480
C -1.52198 -4.01565 -0.20927 -0.0968
C -2.70878 -5.06040 -0.33035 -0.1026
F -2.85555 -6.00582 0.75470 -0.0174
C -3.62868 -5.19220 -1.41887 -0.1138
F -4.97461 -4.78064 -1.26972 0.0554
F -3.14077 -5.79095 -2.61599 0.0519
C -1.35586 -0.71632 -0.68602 -0.0718
C -2.93444 -0.81430 -0.49793 -0.0825
C -3.37380 -1.16215 1.02643 -0.6732
O -4.56338 -1.46232 1.25740 -0.0002
Cl -2.23768 -1.09828 2.45357 0.6280
C 1.55888 2.18549 0.00986 -0.2048
O 2.63695 2.24178 0.63685 0.0688
H 6.48220 1.96017 -0.28574 0.0181
H 5.04277 1.39620 0.73669 0.0557
H 6.61278 1.88442 1.54274 0.0953
H 6.37563 4.22845 1.32364 0.1104
H 4.66463 3.72634 1.72608 0.0873
H 2.82409 5.01362 0.69904 0.1337
H 3.02985 6.25567 -0.68981 0.1448
H 0.64302 5.76614 -0.57004 0.1097
H 1.26414 4.79966 -2.05248 0.1473
H -1.33277 5.40132 -1.12915 0.0859
H -2.47334 4.01797 -1.50876 0.1396
H -2.67607 4.30554 1.47762 0.1051
H -4.91353 5.77929 0.39996 0.0738
H -4.20926 5.25003 -1.21667 -0.0866
H -4.78525 3.92367 -0.06792 0.0419
H 2.92110 -0.17216 -1.01568 0.1127
H 1.72280 -3.92322 -1.53542 0.0719
H 4.11906 -3.56137 -2.22032 0.1199
H 3.92076 -2.23632 -0.92699 0.0665
H 4.33399 -2.01141 -4.07689 0.0702
H 3.21771 -0.72063 -3.29206 0.0736
H 4.95857 -0.91219 -2.73985 -0.2243
H -0.60441 -3.95284 -2.24441 0.0796
H -2.19823 -2.91279 -2.10926 0.1148
H -0.52577 -4.54458 0.04850 0.1045
H -1.69019 -3.24517 0.63368 0.1032
H -3.46037 -1.54388 -1.19737 0.1243
H -3.36483 0.22932 -0.69877 0.1323
Be -0.81356 7.87745 2.24605 0.3189
C -7.79083 -3.46129 -1.11080 -0.0279
C -9.04356 -3.79699 -1.89013 -0.3541
C -10.17800 -2.84036 -1.66784 -0.1333
O -11.30907 -3.64525 -1.96212 0.0084
C -10.95233 -4.93393 -1.67534 -0.5905
O -11.71137 -5.85848 -1.63824 0.1217
O -9.60728 -5.02816 -1.45298 0.0740
H -7.06818 -4.27563 -1.18268 0.0538
H -7.32864 -2.54579 -1.48779 0.0869
H -8.00963 -3.32971 -0.04747 0.0960
H -8.80594 -3.89806 -2.95638 0.1522
H -10.13318 -1.97465 -2.33186 0.1335
H -10.26402 -2.49619 -0.63292 0.1287
F -11.97011 -3.96442 0.09188 -0.4131
C 4.19764 4.47305 4.34344 -0.3486
O 5.33702 4.43709 3.66535 -0.1724
H 3.91602 5.43966 4.80620 0.0590
H 3.26880 4.23070 3.78159 0.0798
H 4.10335 3.78636 5.20792 0.0731
O 4.29380 -5.21139 2.98501 0.0338
C 5.05927 -4.34483 2.39889 -0.2747
C 4.11698 -3.15158 1.75671 -0.2734
O 4.88232 -2.28778 1.15727 -0.0511
H 5.68246 -4.70428 1.56373 0.1339
H 5.80038 -3.82044 3.02451 0.1340
H 3.50174 -2.78253 2.59386 0.1381
H 3.36358 -3.67115 1.14065 0.1145
C 2.38674 -8.61356 -0.82287 -0.2653
S 1.66169 -6.96048 -0.80617 0.8005
O 2.48269 -6.11747 0.11782 -0.5636
C 0.15874 -7.42907 0.07785 -0.2509
H 3.36534 -8.55610 -1.30061 0.0502
H 2.50291 -8.97996 0.19864 0.0599
H 1.74497 -9.28705 -1.39349 0.0542
H 0.41601 -7.86951 1.04302 0.0682
H -0.40929 -8.14251 -0.52168 0.0642
H -0.44181 -6.53501 0.23770 0.0048
Mg 6.67566 -0.72749 -1.95936 0.5027
O 8.58869 5.18157 0.42399 -0.0717
H 8.82758 6.10800 0.30522 0.0326
H 7.72768 5.10408 -0.01353 -0.0139
Cl -5.70697 4.53081 -2.08311 -0.1032
C 1.47441 10.22424 4.62224 -0.1642
O 1.30579 9.96681 3.23486 -0.2266
H 0.81854 9.55984 5.18546 0.0742
H 2.51173 10.03568 4.90871 0.0801
H 1.21012 11.26208 4.83947 0.0771
H 1.89568 10.56599 2.75968 0.0782

=====

No. 4
99
Properties=species:S:1:pos:R:3:lowdin_spin:R:1 method="wB97M-V/def2-TZVPD" lumo_energy_ev="3.6 / 3.6" e_above_lowest_kcal_mol=0.00 homo_energy_ev="-1.70 / -2.64" total_charge=-2 spin_multiplicity=2 s2=0.761 largest_force_ev_per_a=0.53 energy_ev=-117048.143
Ba -0.15608 -1.19230 -2.79861 0.0129
C 1.78620 4.68515 1.11623 0.0000
C 1.20689 3.27285 1.26621 0.0000
C 1.49915 2.75706 2.67871 0.0000
C 0.55616 1.73074 3.31990 0.0000
C 1.29409 1.14647 4.52635 0.0000
C -0.73832 2.38770 3.79266 0.0000
N 0.22254 0.64013 2.31870 0.0000
C -0.23179 -0.63519 2.94792 0.0000
C -0.46866 -1.76780 1.97800 0.0000
N 0.72264 -2.30001 1.30512 0.0000
C 0.38075 -3.58326 0.66484 0.0000
C -0.04679 -3.30538 -0.76846 0.0001
O -1.20508 -2.85688 -0.95853 0.0001
O 0.82951 -3.42186 -1.66871 0.0010
C 1.94449 -2.38496 2.11786 0.0000
C 1.87042 -3.41863 3.24522 0.0000
C 3.14837 -2.61253 1.19381 0.0000
C 3.95212 -1.36171 0.79906 0.0001
C 4.82958 -0.90623 1.96602 0.0000
C 4.83531 -1.77572 -0.38898 0.0009
N 3.01544 -0.26596 0.48229 0.0001
C 3.57380 0.82840 -0.32281 -0.0001
C 3.14248 2.19646 0.18273 0.0000
N 1.69231 2.31808 0.25567 0.0000
C 1.13718 2.56876 -1.08254 0.0001
C -0.31978 2.12020 -1.12730 0.0004
O -1.20257 2.93814 -0.80652 0.0002
O -0.51186 0.90610 -1.42556 0.0000
H 1.27155 5.37328 1.78994 0.0000
H 1.66306 5.06027 0.10094 0.0000
H 2.85135 4.70315 1.36330 0.0000
H 0.12664 3.34120 1.11590 0.0000
H 1.51270 3.60746 3.36672 0.0000
H 2.50794 2.33891 2.70064 0.0000
H 1.68954 1.97909 5.11034 0.0000
H 2.13886 0.52661 4.21414 0.0000
H 0.63943 0.56359 5.17304 0.0000
H -0.49673 3.05916 4.61965 0.0000
H -1.45134 1.64248 4.14909 0.0000
H -1.22437 2.94678 2.99720 0.0000
H 1.02097 0.50004 1.68007 0.0000
H -0.61521 0.96690 1.73705 0.0000
H -1.18494 -0.43701 3.43394 0.0000
H 0.48408 -0.92885 3.70740 0.0000
H -1.19233 -1.48042 1.21282 0.0000
H -0.96623 -2.54471 2.57930 0.0000
H -0.42149 -4.09380 1.21219 0.0000
H 1.25193 -4.23324 0.63766 0.0000
H 2.08413 -1.40257 2.57352 0.0000
H 1.83463 -4.43485 2.84693 0.0000
H 0.98401 -3.27101 3.86645 0.0000
H 2.75244 -3.34135 3.88584 0.0000
H 2.80260 -3.08259 0.27018 0.0000
H 3.84799 -3.31398 1.65990 0.0000
H 5.59238 -1.65502 2.19416 0.0000
H 4.22383 -0.73854 2.86015 0.0000
H 5.33623 0.03112 1.72426 0.0000
H 5.35878 -2.70610 -0.15330 0.0000
H 5.58884 -1.02631 -0.63261 0.0000
H 4.22287 -1.94270 -1.27746 0.0015
H 2.20900 -0.66155 0.00795 0.0001
H 3.31469 0.71386 -1.37913 0.0002
H 4.66404 0.80443 -0.27757 0.0000
H 3.58230 2.96828 -0.47049 0.0000
H 3.57259 2.34161 1.17476 0.0000
H 1.70014 1.98404 -1.80975 -0.0007
H 1.20775 3.62829 -1.36126 0.0002
S 2.51613 1.23768 -7.57170 0.2635
Sb 1.34351 0.89173 -5.62760 0.3583
S -0.55733 -0.48538 -5.87366 0.1809
S 2.64007 -0.01069 -3.86323 0.1802
O -2.10906 1.53951 1.29106 0.0000
H -2.01739 1.97148 0.41296 0.0000
H -2.77657 0.81647 1.18618 0.0000
N -8.14949 2.16907 6.35269 0.0000
C -7.12626 1.29168 5.95028 0.0000
C -7.36430 -0.07267 5.83712 0.0000
C -6.34060 -0.93686 5.46913 0.0000
C -5.07218 -0.44469 5.21979 0.0000
C -4.82731 0.92030 5.33266 0.0000
C -5.84230 1.78056 5.69959 0.0000
S -3.75875 -1.51813 4.68303 0.0000
O -2.63537 -1.24631 5.55574 0.0000
O -4.32096 -2.85611 4.70877 0.0000
N -3.37288 -1.00185 3.25752 0.0000
C -4.08983 -1.27078 2.14699 0.0000
S -5.27512 -2.55943 1.94634 0.0000
C -5.51622 -2.06300 0.30898 0.0000
C -4.71591 -1.01381 0.02441 0.0000
N -3.92113 -0.57123 1.04850 0.0000
H -9.07342 1.83764 6.12170 0.0000
H -8.01883 3.11265 6.02160 0.0000
H -8.35978 -0.45797 6.03007 0.0000
H -6.51538 -1.99914 5.36486 0.0000
H -3.83578 1.29623 5.11475 0.0000
H -5.65092 2.84488 5.78318 0.0000
H -6.21222 -2.56898 -0.33885 0.0000
H -4.66562 -0.50007 -0.92504 0.0000

=====

No. 5
26
Properties=species:S:1:pos:R:3:nbo_charge:R:1 method="wB97M-V/def2-TZVPD" lumo_energy_ev=0.6 e_above_lowest_kcal_mol=79.44 homo_energy_ev=-7.85 largest_force_ev_per_a=3.65 energy_ev=-20518.711
C 3.87334 0.45824 0.53706 -0.1872
C 3.28538 1.34636 -0.33383 -0.2192
C 3.10142 -0.55752 1.14369 -0.2207
C 2.00268 1.16889 -0.75248 -0.1738
C 1.78775 -0.66308 0.76314 -0.1673
C 1.24821 0.13048 -0.21168 -0.5710
C -3.04630 1.18297 1.45853 -0.4733
C -1.72245 1.16871 1.40904 -0.4427
C -1.29531 -2.52480 0.33026 -0.2296
C -1.15464 0.65054 -2.32609 -1.1549
O -1.19392 -1.61849 -0.69932 -0.9079
Si -0.52643 -0.10946 -0.71061 1.8672
H 4.91467 0.79029 0.79423 0.2211
H 3.73680 2.18077 -0.69658 0.2049
H 3.31811 -1.23833 1.89240 0.2214
H 1.73407 2.01332 -1.44387 0.2188
H 0.99994 -1.34329 1.17929 0.2108
H -3.56698 1.84452 2.01673 0.1687
H -3.70845 0.48477 1.07029 0.1783
H -1.12287 1.84281 1.99464 0.1653
H -1.35862 -1.90444 1.16317 0.1894
H -0.41314 -3.01692 0.30311 0.1640
H -2.06181 -3.27375 0.08660 0.1848
H -1.99949 -0.00534 -2.75665 0.2628
H -1.53937 1.56872 -2.11943 0.2426
H -0.41282 0.79911 -3.14352 0.2476

=====

No. 6
68
Properties=species:S:1:pos:R:3:nbo_charge:R:1 method="wB97M-V/def2-TZVPD" lumo_energy_ev=-2.1 e_above_lowest_kcal_mol=130.39 smiles="O=[SH](=O)Cc1ccc(O)c2nsnc12.COC(=O)OC.COC(=O)OC.COC(=O)OC.COC(=O)OC" homo_energy_ev=-8.94 largest_force_ev_per_a=8.52 energy_ev=-75539.051
O 0.31183 5.79719 -1.38232 -0.8476
S 0.50659 4.53091 -2.26521 1.7595
O -0.45487 4.73183 -3.50105 -0.9339
C -0.02007 2.92454 -1.45789 -0.6584
C 1.07709 2.26795 -0.43164 -0.0691
C 1.14682 0.60388 -0.35768 -0.1868
C 2.19426 -0.16421 0.69124 -0.2607
C 3.21146 0.68527 1.68856 0.3029
O 4.08853 -0.07755 2.61882 -0.7098
C 3.16154 2.35004 1.62505 0.0784
N 4.03432 3.28242 2.48253 -0.5235
S 3.43159 4.87150 1.95440 0.8074
N 2.19194 4.58232 0.71898 -0.5359
C 2.09356 3.07797 0.56749 0.0986
H 1.81153 4.44222 -2.84093 0.0946
H -1.08841 2.97726 -0.93139 0.3090
H -0.16146 2.13653 -2.34328 0.2765
H 0.40795 -0.00118 -1.05541 0.2465
H 2.18125 -1.35492 0.72669 0.2586
H 3.52043 -0.16506 3.46166 0.4974
C 3.78637 -1.80992 9.11739 -0.2552
O 4.67541 -2.30669 8.11881 -0.4942
C 4.92742 -1.43322 7.11129 0.9843
O 4.46765 -0.30687 7.00682 -0.6514
O 5.77962 -2.03023 6.24032 -0.4942
C 6.13588 -1.22176 5.12063 -0.2520
H 3.65641 -2.59002 9.87244 0.2024
H 4.20915 -0.92570 9.60523 0.1945
H 2.80678 -1.58348 8.68413 0.1857
H 6.65250 -0.31407 5.44863 0.1963
H 5.25026 -0.97190 4.52748 0.1846
H 6.81958 -1.79828 4.49141 0.2022
C -1.68385 -4.00967 4.40705 -0.2573
O -0.85628 -2.84827 4.43204 -0.4971
C 0.06246 -2.83884 5.43073 0.9797
O 0.22091 -3.71366 6.26772 -0.6347
O 0.77424 -1.68742 5.33661 -0.5016
C 1.78545 -1.53975 6.33155 -0.2694
H -2.38001 -3.91061 3.56974 0.1971
H -1.08107 -4.90980 4.24891 0.1928
H -2.26569 -4.08916 5.33102 0.1943
H 2.52683 -2.34108 6.25041 0.1890
H 1.34232 -1.52035 7.33247 0.1899
H 2.29074 -0.58516 6.16077 0.2164
C -1.06215 3.52324 -5.62198 -0.2538
O -0.70136 2.71278 -6.73881 -0.5003
C -1.55168 1.68283 -6.97901 0.9915
O -2.55484 1.41614 -6.33595 -0.6662
O -1.09237 1.00120 -8.05867 -0.4966
C -1.89406 -0.11836 -8.43033 -0.2569
H -0.31403 4.31449 -5.52293 0.2211
H -2.03861 3.99107 -5.78397 0.1913
H -1.06257 2.93246 -4.70027 0.1857
H -2.90370 0.20382 -8.70453 0.1905
H -1.92766 -0.85482 -7.62096 0.1910
H -1.43394 -0.58838 -9.30389 0.1985
C -5.14485 0.57890 -6.22051 -0.2524
O -5.73280 -0.66851 -6.58468 -0.5021
C -6.25099 -1.36674 -5.54281 0.9804
O -6.24827 -1.01695 -4.37293 -0.6413
O -6.77269 -2.52147 -6.02828 -0.4997
C -7.35750 -3.36358 -5.03676 -0.2560
H -4.76337 1.05100 -7.12998 0.1974
H -5.89299 1.24301 -5.77573 0.1833
H -4.30560 0.42459 -5.53464 0.2119
H -8.19399 -2.85713 -4.54465 0.1925
H -6.60670 -3.67563 -4.30361 0.1903
H -7.74224 -4.25697 -5.53632 0.1946